# 1
Molecular formula: C11H9O3P
Method: DFT, the ωB97M-V functional and the def2-TZVPD basis

```
! wB97M-V def2-TZVPD RIJCOSX def2/J DEFGRID3
* xyz 0 1
H 2.436 -3.698 -0.590
H 0.430 3.451 -0.923
P 2.681 -2.341 -0.869
C -1.013 -0.264 0.986
C -2.770 1.304 0.584
H -2.936 -0.425 1.887
C 0.550 -2.238 0.862
O -0.939 -1.946 2.673
H 0.620 -3.313 0.989
H -0.312 2.680 -2.315
H 1.200 2.033 -1.629
C 0.242 2.484 -1.396
O 2.221 0.647 -0.139
H -2.301 2.907 -0.748
O 2.697 -2.000 -2.307
C -0.599 1.637 -0.478
H -3.791 1.629 0.741
C -0.150 0.470 0.152
H 3.865 -2.083 -0.159
C 1.386 -1.541 0.088
C -1.924 2.020 -0.251
C 1.241 -0.049 0.000
C -2.313 0.156 1.220
C -0.520 -1.520 1.623
*
```

The SMILES is Cc1cccc2c1C(=O)C([PH2]=O)=CC2=O. Its LUMO energy is -1.3 eV.

These are the Mulliken partial charges, in e, on atoms 1 to 2: 0.04 0.32

# 2
Molecular formula: CH3BrClOP
Method: DFT, the ωB97M-V functional and the def2-TZVPD basis

```
! wB97M-V def2-TZVPD RIJCOSX def2/J DEFGRID3
* xyz 0 1
O 0.279 -0.362 -1.989
Br -2.647 1.162 1.115
H 1.240 -0.953 -0.164
C 0.575 -0.260 -0.663
H 0.644 -1.133 -2.459
Cl 0.437 1.085 2.547
H 0.510 0.703 -0.287
P -1.037 -0.243 1.900
*
```

Its LUMO energy (spin up / spin down) is 0.2 / -1.1 eV.

These are the Mulliken partial charges, in e, on atoms 1 to 2: -0.46 -0.14

# 3
Molecular formula: C5H13NO
Method: DFT, the ωB97M-V functional and the def2-TZVPD basis

```
! wB97M-V def2-TZVPD RIJCOSX def2/J DEFGRID3
* xyz 0 1
H -1.965 -0.757 0.010
H 2.710 1.574 -0.285
H -2.512 -4.605 0.971
H -1.183 -0.840 -1.890
H -0.788 0.765 -2.463
H -1.216 -0.098 1.398
O -1.727 -4.109 0.703
H 1.559 2.704 -1.027
H 0.127 0.979 2.235
N -1.447 0.000 0.427
C -0.443 -0.035 -1.820
C -0.384 0.436 -0.380
C 0.889 1.369 1.568
C 0.663 1.118 0.104
H 1.835 0.945 1.902
H 0.503 -0.464 -2.121
H 1.788 1.140 -1.742
H -1.099 -4.224 1.434
C 1.754 1.657 -0.793
H 0.936 2.444 1.766
*
```

The SMILES is CC(C)=C(C)N.O. Its LUMO energy is 0.7 eV.

These are the Mulliken partial charges, in e, on atoms 1 to 2: 0.25 0.35

# 4
Molecular formula: C3H3ClS2
Method: DFT, the ωB97M-V functional and the def2-TZVPD basis

```
! wB97M-V def2-TZVPD RIJCOSX def2/J DEFGRID3
* xyz 0 1
S 0.139 -1.989 0.263
Cl 3.002 0.218 -0.328
C 0.501 1.229 0.265
H -2.118 -1.405 0.107
H 0.326 2.318 0.439
C -1.181 -0.907 -0.207
C 1.442 0.356 0.163
H -0.935 -0.614 -1.297
S -1.177 0.793 0.595
*
```

Its LUMO energy (spin up / spin down) is -1.6 / -1.6 eV.

These are the Mulliken partial charges, in e, on atoms 1 to 2: -0.14 -0.08

# 5
Molecular formula: C16H57F3N24O15
Method: DFT, the ωB97M-V functional and the def2-TZVPD basis

```
! wB97M-V def2-TZVPD RIJCOSX def2/J DEFGRID3
* xyz 0 1
O 0.697 -0.875 -0.517
H 0.696 -2.966 2.011
N 3.403 1.121 -1.652
N 4.353 5.943 -2.417
H -0.251 3.754 1.756
N -0.510 0.483 -4.876
H -0.925 -2.321 1.710
H -0.250 -0.986 -0.408
C 0.129 3.955 4.506
H -4.605 -2.602 4.270
C 1.533 1.351 2.063
N 0.566 4.183 -0.539
H 2.275 -0.734 -4.519
O -2.510 0.391 -1.713
N -4.942 -1.674 4.054
H -3.829 -4.252 -2.478
N -3.203 -3.961 -1.741
C -4.498 -0.918 3.078
H -3.092 -4.980 2.294
H -1.837 4.269 1.367
C -3.402 3.951 -2.847
N -3.980 0.229 -0.098
N -0.164 -2.545 2.335
H 0.337 -5.080 -2.537
O 2.710 -5.055 -2.383
H -1.770 -1.217 3.113
N 1.523 -0.097 -4.738
O 2.668 4.567 -2.999
H -3.491 -4.403 -0.880
H -2.053 2.368 -2.963
H -2.374 -4.020 1.068
C -1.724 -5.768 1.043
C 3.860 -0.066 -1.845
C 1.914 -4.111 -2.563
H -4.103 0.061 0.891
N -2.463 -2.263 -2.863
H -1.127 1.249 0.356
N -2.050 0.869 0.509
H 0.101 -3.379 -3.058
N -2.315 -4.832 1.666
H 2.012 3.006 4.341
H 4.290 -4.779 1.030
C 0.341 -0.233 -4.261
N 2.184 -2.824 -2.534
H -3.120 5.008 -1.191
C 3.040 1.139 2.472
H 4.777 -3.454 2.100
H 4.562 6.273 -3.348
O 2.133 -2.627 0.855
N -1.160 -1.456 3.882
N 0.672 -4.148 -2.735
C -0.151 -2.156 3.552
N 3.473 -4.343 0.626
H -1.015 -0.986 4.764
H 0.856 4.215 -1.506
H -1.872 3.589 -1.742
H 1.753 0.671 -5.353
H -0.877 -4.264 0.066
H 4.571 -1.630 -0.853
O 1.271 1.535 0.679
H 0.833 4.773 4.651
H 4.097 -1.903 2.481
N 4.107 -2.726 1.895
H 3.254 1.820 -2.366
H 2.550 4.472 -0.638
H -2.604 1.132 1.312
N -2.338 3.255 -2.574
H -5.614 -1.232 4.664
O -0.048 -0.981 -3.380
H -4.770 0.815 2.411
H 3.124 -2.477 -2.407
H 1.195 -1.478 0.039
F 3.039 0.919 3.844
H -0.214 1.192 -5.532
O -1.622 -6.925 1.377
C -0.593 4.568 -0.092
O 0.943 2.545 2.648
C 3.192 -3.124 1.016
H -0.458 -5.867 -0.557
C -2.405 -2.927 -1.713
N -0.897 -5.272 0.131
H 4.092 5.418 -0.420
O 3.972 -0.683 -2.909
H 4.832 6.293 -1.600
N -5.162 0.105 3.013
O -4.248 3.603 -3.684
H -4.686 -0.070 -0.756
F 3.664 0.058 1.933
H 0.897 3.434 0.053
N 4.121 -0.727 -0.802
O -1.325 5.244 -0.744
H 1.576 -2.231 -3.080
C 0.993 2.780 4.028
H -0.307 3.772 5.488
H 0.924 0.037 -0.321
H 3.136 1.385 -0.714
N -3.729 4.761 -1.958
H -0.572 4.171 3.699
H -2.985 -2.630 -3.646
H 0.997 0.480 2.439
H 2.805 -4.894 0.106
C 3.377 5.147 -2.203
H -4.593 5.241 -2.169
H -1.709 -1.593 -2.828
H 4.058 -0.290 0.106
O -1.689 -2.499 -0.776
H 0.583 1.989 4.655
N 3.351 4.995 -0.961
O 0.755 -2.366 4.333
N -0.895 4.087 1.053
F 3.847 2.182 2.219
O -3.616 -1.215 2.375
H -1.409 0.547 -4.420
H -6.020 0.212 3.534
C -2.840 0.498 -0.550
*
```

Its LUMO energy is -0.3 eV.

These are the Mulliken partial charges, in e, on atoms 1 to 2: 4.09 0.10

# 6
Molecular formula: C26H20F2O2S
Method: DFT, the ωB97M-V functional and the def2-TZVPD basis

```
! wB97M-V def2-TZVPD RIJCOSX def2/J DEFGRID3
* xyz 0 1
F 1.611 -4.388 -0.849
H -0.828 -2.000 1.418
C -2.220 -0.984 2.680
H 8.072 -2.359 6.300
H 4.775 -1.363 2.717
C 0.943 3.184 6.582
H 5.016 -1.414 -0.721
F -3.182 -1.950 2.483
C 5.489 -1.581 3.510
C 7.014 -3.132 4.583
O 4.842 1.200 2.841
H 0.468 1.683 3.312
C 3.322 -0.891 0.498
C 3.257 3.550 5.038
H 5.860 -3.591 2.810
C -1.560 1.076 3.687
O 6.164 1.960 4.824
C 4.017 -1.704 -0.387
C -0.984 -1.151 2.073
C 5.824 -0.590 4.440
C 1.449 -2.436 0.495
C 3.453 -2.899 -0.853
H 0.641 5.315 6.320
H 3.444 0.116 5.612
H 0.483 -2.788 0.835
C 2.935 2.229 5.498
H 7.490 -4.114 4.627
H 2.055 0.515 2.204
H 0.048 3.052 7.194
C 0.055 -0.205 2.325
C 2.435 4.627 5.322
C 2.179 -3.218 -0.395
H 3.782 0.026 0.870
C 6.755 -0.877 5.447
C 1.395 -0.281 1.853
S 5.151 1.088 4.263
H -3.546 0.200 3.928
C -2.556 0.105 3.485
C 1.751 2.091 6.300
C 2.003 -1.206 0.959
C -0.297 0.925 3.135
C 6.094 -2.842 3.570
C 3.704 1.089 5.202
H 7.037 -0.103 6.158
H 1.510 1.098 6.693
H 4.180 3.690 4.476
C 1.275 4.457 6.093
H 3.992 -3.553 -1.544
H 2.694 5.618 4.950
C 7.340 -2.146 5.519
H -1.793 1.958 4.291
*
```

Its LUMO energy is -3.2 eV.

These are the Mulliken partial charges, in e, on atoms 1 to 2: -0.33 0.38

# 7
Molecular formula: C3H2N2O2
Method: DFT, the ωB97M-V functional and the def2-TZVPD basis

```
! wB97M-V def2-TZVPD RIJCOSX def2/J DEFGRID3
* xyz 0 1
N 1.490 -0.966 -0.705
C 2.240 -0.135 0.082
C 1.278 0.320 -0.845
O -1.670 -0.752 0.008
H -3.304 1.838 0.807
N -2.487 1.437 0.388
O 3.001 -0.172 0.985
H 1.529 -1.895 -0.896
C -2.077 0.326 0.176
*
```

Its LUMO energy is 0.1 eV.

These are the Mulliken partial charges, in e, on atoms 1 to 2: 0.09 0.78

# 8
Molecular formula: C3H7O2
Method: DFT, the ωB97M-V functional and the def2-TZVPD basis

```
! wB97M-V def2-TZVPD RIJCOSX def2/J DEFGRID3
* xyz -1 1
H -1.526 0.215 2.145
O -0.944 0.019 -1.048
H -0.883 -1.526 1.624
H 1.219 0.980 0.984
H -2.148 0.994 0.156
H 1.151 -0.499 -0.038
C -1.393 0.227 0.120
H 0.046 -0.002 -3.255
O 2.925 -0.079 0.657
C 1.725 0.065 0.599
C -0.997 -0.428 1.357
H 0.826 0.032 -3.302
*
```

Its LUMO energy is 4.3 eV.

These are the Mulliken partial charges, in e, on atoms 1 to 2: 0.14 -0.69

# 9
Molecular formula: C4H23O8
Method: DFT, the ωB97M-V functional and the def2-TZVPD basis

```
! wB97M-V def2-TZVPD RIJCOSX def2/J DEFGRID3
* xyz -1 1
C -2.031 2.739 1.672
C -0.550 -1.850 -1.648
O 3.242 -1.414 1.758
H -1.910 1.759 2.174
H 0.421 -2.773 0.963
O 1.331 3.917 1.549
C -1.660 -2.416 -2.523
H 0.103 0.531 3.539
H 0.963 0.587 1.447
H 0.264 1.775 -2.897
H 1.892 3.684 0.806
H -0.166 -2.663 -1.000
H 2.708 -1.727 1.021
C 0.748 -1.548 -2.526
H 1.498 -0.051 3.728
H 1.500 -1.034 -1.920
O -0.191 -2.300 1.534
O -0.960 -0.773 -0.897
O -0.644 1.502 -3.046
H -1.504 -3.412 -2.952
H 2.713 -1.610 2.537
O 0.906 0.299 3.058
H 0.511 -0.930 -3.392
H -0.753 -1.789 0.917
H -1.746 -1.855 -3.464
H 0.060 1.660 0.631
O 0.762 0.926 0.543
H -1.861 3.474 2.477
H 0.348 0.137 0.077
O -1.165 2.875 0.592
H 0.427 3.623 1.277
H -3.080 2.776 1.349
H -0.750 0.701 -2.503
H -2.652 -2.325 -2.080
H 1.228 -2.492 -2.801
*
```

Its LUMO energy is 2.4 eV.

These are the Mulliken partial charges, in e, on atoms 1 to 2: -0.58 0.98

# 10
Molecular formula: C25H18ClNO4OsP
Method: DFT, the ωB97M-V functional and the def2-TZVPD basis

```
! wB97M-V def2-TZVPD RIJCOSX def2/J DEFGRID3
* xyz 3 5
H 2.682 -2.776 -2.732
H -4.589 3.353 0.062
C 3.380 -4.021 0.098
C 1.669 -2.523 -3.023
H -2.304 4.375 0.021
C 4.839 -1.630 0.152
C -1.116 -6.454 1.268
H -4.801 0.860 0.240
H -1.067 -7.079 -0.813
C -0.855 -6.273 -0.118
Cl 2.626 -0.082 -0.021
C 1.369 -2.305 -4.358
C -2.613 -0.897 0.444
H 0.090 -3.519 2.398
N -1.473 1.142 0.181
O 0.944 2.002 0.149
C -0.143 -4.313 1.695
C -0.946 -1.893 -3.804
C 3.468 -1.623 0.029
O -1.353 -1.295 0.682
H -1.469 -2.127 -1.741
O 0.293 4.147 0.047
P 0.949 -2.637 -0.305
C -3.707 2.727 0.100
H 1.227 4.411 0.065
C -0.731 -5.494 2.170
H -0.113 -4.940 -1.669
H 2.142 -2.409 -5.108
C 4.759 -4.041 0.262
C 0.084 2.873 0.098
H 6.557 -2.882 0.401
C -2.442 3.304 0.068
C 2.721 -2.800 -0.026
H -0.139 -1.764 -5.785
Os 0.342 -0.439 0.280
H 5.402 -0.705 0.166
C 5.483 -2.859 0.276
H -1.622 -7.347 1.614
C -0.665 -2.124 -2.469
C 0.103 -4.121 0.297
O -3.545 -1.633 0.386
C -2.674 0.596 0.254
C -1.344 2.461 0.103
H -1.957 -1.661 -4.112
H 5.266 -4.990 0.377
C 0.651 -2.429 -2.072
H 2.827 -4.950 0.053
H -0.917 -5.628 3.227
C -0.281 -5.078 -0.609
C 0.075 -1.968 -4.745
C -3.837 1.348 0.198
*
```

Its LUMO energy (spin up / spin down) is -9.9 / -13.4 eV.

These are the Mulliken partial charges, in e, on atoms 1 to 2: 0.47 0.50

# 11
Molecular formula: C32H34ClFN5O6P2Pd
Method: DFT, the ωB97M-V functional and the def2-TZVPD basis

```
! wB97M-V def2-TZVPD RIJCOSX def2/J DEFGRID3
* xyz -1 1
C 0.207 0.852 -5.078
N -3.014 0.180 3.160
H -0.074 2.259 1.720
H 3.980 5.855 -0.026
C -2.197 -0.877 3.514
H -1.153 -1.854 -1.506
C 1.092 -1.393 3.492
C -0.075 -1.543 4.498
Cl 4.238 0.508 -1.604
H 0.126 0.980 5.033
O -3.635 2.368 3.034
C 0.892 -4.541 -1.970
C 1.778 1.793 -3.515
C -1.387 3.920 1.343
C -1.853 4.817 0.393
O -2.581 0.142 -0.710
C -2.846 1.532 3.427
C -0.430 2.979 0.990
C 1.923 -3.413 -0.114
C -0.392 3.841 -1.249
H -0.013 3.810 -2.264
H -3.792 -0.068 2.562
H 0.473 -1.891 -2.267
H -1.542 -0.039 -4.192
C 0.082 2.934 -0.304
C 5.273 2.927 -1.109
O -3.059 -2.054 -0.633
H -4.826 -1.331 1.080
H -1.560 -2.872 1.133
C -1.625 1.785 4.168
H -1.554 -5.479 -1.391
H -2.257 -3.883 -0.874
H -0.847 -3.795 -2.839
H -0.856 0.413 -1.888
N -1.101 -0.528 4.274
H 6.202 2.457 -1.401
P 1.356 1.656 -0.652
H -2.615 5.539 0.660
C -0.177 -2.345 -1.518
C 4.105 2.186 -1.115
C 1.394 1.522 -4.824
C -0.208 0.719 -2.708
H 0.311 -1.452 5.514
O 1.253 -0.218 3.082
H -0.546 -2.516 4.387
C -4.584 -0.525 0.385
C -3.291 -0.828 -0.377
O -2.470 -2.018 3.206
H 0.662 -5.519 -2.401
C 0.518 -5.359 0.215
C -0.585 -3.343 1.026
C 4.025 4.820 -0.343
C 0.992 1.380 -2.445
F -1.346 3.068 4.480
H 1.561 -3.987 -2.631
H 0.974 -5.440 1.201
H 6.143 4.843 -0.705
O 1.703 -2.432 3.200
H 1.930 4.517 -0.069
N 1.468 -4.696 -0.684
C -1.362 -4.503 -0.937
H 2.023 1.846 -5.645
C 2.865 2.724 -0.764
H -1.790 3.936 2.350
H -0.174 -3.523 2.017
N -0.409 -3.781 -1.918
C 5.233 4.258 -0.718
C 2.864 4.061 -0.369
Pd 1.139 -0.078 0.730
H 0.321 -6.363 -0.176
H 2.392 -3.601 0.853
H -1.722 5.470 -1.650
H -4.503 0.433 0.901
H 2.696 2.340 -3.343
C -1.354 4.776 -0.904
H 2.683 -2.987 -0.774
C -0.597 0.461 -4.013
P 0.566 -2.180 0.165
N -0.742 -4.646 0.333
H -5.398 -0.440 -0.337
C -0.807 0.789 4.525
H -0.097 0.646 -6.097
*
```

Its LUMO energy is 2.0 eV.

These are the Mulliken partial charges, in e, on atoms 1 to 2: -0.66 -0.01

# 12
Molecular formula: H18NO7
Method: DFT, the ωB97M-V functional and the def2-TZVPD basis

```
! wB97M-V def2-TZVPD RIJCOSX def2/J DEFGRID3
* xyz 1 1
H -31.466 -34.685 -31.717
O -28.057 -35.809 -32.139
H -30.192 -39.953 -27.825
O -31.438 -39.248 -31.916
O -30.617 -39.071 -27.502
H -29.608 -38.235 -29.836
N -29.986 -37.352 -29.839
H -27.423 -35.200 -32.410
H -28.827 -39.959 -32.480
H -32.246 -39.609 -32.381
O -28.623 -40.089 -31.536
H -29.953 -37.202 -28.920
H -29.515 -36.719 -30.414
H -27.944 -40.706 -31.748
H -29.679 -37.793 -26.471
H -29.477 -36.431 -25.676
H -31.602 -39.261 -27.441
O -31.606 -35.630 -32.008
H -30.695 -39.921 -32.026
H -28.416 -36.345 -32.917
O -30.840 -34.637 -28.386
H -31.601 -35.189 -28.099
O -29.323 -37.459 -25.731
H -32.480 -35.872 -31.818
H -31.302 -33.889 -28.909
H -30.913 -37.364 -30.375
*
```

Its LUMO energy is -3.2 eV.

These are the Mulliken partial charges, in e, on atoms 1 to 2: 0.32 -0.63

Quick rundown of energy relative to the best compared isomer or geometry (same formula, charge and spin), same order as above: 0.0, 86.4, 23.0, 75.3, 172.6, 74.3, 93.2, 91.1, 38.2, 0.0, 0.0, 87.2 kcal per mole
Quick rundown of E_tot, same order as above: -26983.9404, -94985.1682, -8933.0118, -37348.4607, -92148.5032, -47647.3107, -10214.1457, -7316.9996, -20900.7031, -60146.1709, -90772.8669, -16107.5932 eV